Model a:
Molecular formula: C3H8N2
Method: DFT, the ωB97M-V functional and the def2-TZVPD basis

The geometry in XYZ format:
```
13
Properties=species:S:1:pos:R:3:nbo_charge:R:1
C 1.835 -0.153 -1.606 -0.06
N 1.516 -0.781 -0.565 -0.39
C 1.895 -0.214 0.719 -0.45
H 1.500 -0.514 -2.574 0.18
H 2.451 0.751 -1.552 0.13
H 2.911 0.200 0.652 0.18
H 1.271 0.615 1.047 0.21
H 1.905 -1.011 1.454 0.21
C -2.276 0.674 0.270 -0.05
N -3.218 0.407 1.068 -0.59
H -2.040 1.707 0.030 0.16
H -1.730 -0.102 -0.274 0.15
H -3.196 -0.580 1.325 0.33
```

## Properties
- M: 72.11 g/mol
- Total charge: 0
- LUMO: 0.99 eV
- SMILES: C=NC.C=N
- 2S+1: 1


Model b:
Molecular formula: C3H8N2
Method: DFT, the ωB97M-V functional and the def2-TZVPD basis

The geometry in XYZ format:
```
13
Properties=species:S:1:pos:R:3:nbo_charge:R:1
C -1.699 0.083 -0.058 -0.41
N -0.392 0.061 0.371 -0.29
C 0.517 -0.960 -0.004 -0.23
C 1.573 0.185 0.052 -0.23
N 0.456 1.159 -0.046 -0.47
H -1.814 0.394 -1.076 0.16
H -2.034 -0.908 -0.073 0.20
H -2.189 0.857 0.504 0.19
H 0.383 -1.328 -0.973 0.16
H 0.494 -1.777 0.653 0.19
H 2.271 0.277 0.844 0.19
H 2.125 0.207 -0.900 0.19
H 0.308 1.749 0.706 0.34
```

## Properties
- M: 72.11 g/mol
- Total charge: 0
- LUMO: 1.27 eV
- SMILES: CN1CCN1
- 2S+1: 1


Model c:
Molecular formula: C3H8N2
Method: DFT, the ωB97M-V functional and the def2-TZVPD basis

The geometry in XYZ format:
```
13
Properties=species:S:1:pos:R:3:nbo_charge:R:1
C -1.151 0.239 -1.316 -0.64
C -0.145 -0.102 -0.222 0.10
N 0.776 -1.232 -0.395 -0.85
C -0.091 0.680 0.927 -0.09
N 0.938 0.428 1.924 -0.84
H -0.554 0.392 -2.413 0.19
H -1.499 1.213 -1.001 0.22
H -1.987 -0.443 -1.575 0.22
H 0.540 -1.751 -1.318 0.38
H 0.786 -1.900 0.359 0.37
H -0.656 1.597 1.218 0.21
H 1.599 -0.360 1.730 0.37
H 1.444 1.237 2.081 0.36
```

## Properties
- M: 72.11 g/mol
- Total charge: 0
- LUMO: 1.08 eV
- SMILES: C/C(N)=C/N
- 2S+1: 1


The relative energies come out as model a 63.7; model b 161.8; model c 0.0, with values in kJ/mol.